Record 1
Below is the molecule C19H29N3O2, with properties calculated with the ωB97M-V functional and the def2-TZVPD basis.

Structure (XYZ):
```
53
Properties=species:S:1:pos:R:3:mulliken_charge:R:1
C -1.25053 -3.83576 -1.60811 -1.484
C -0.89283 -3.93626 -0.12692 1.206
C -0.98748 -5.38811 0.33808 -1.661
C 0.51788 -3.40599 0.15280 -1.437
C 0.69655 -1.92007 -0.13586 0.141
N -0.21635 -1.12755 0.67244 -0.074
C -0.67497 0.07981 0.28795 -0.129
O -0.28137 0.59862 -0.74813 -0.858
C -1.68777 0.70341 1.22908 0.969
C -3.05777 0.83395 0.54622 -1.267
C -3.05562 1.90269 -0.54095 -0.683
C -2.63769 3.25883 0.02649 0.544
C -2.66775 4.33257 -1.05646 -1.713
C -1.23795 3.13063 0.62630 -0.536
C -1.20860 2.07527 1.72645 -1.398
C 2.15047 -1.47682 0.14595 -0.026
O 2.95275 -2.17720 0.71930 -0.685
N 2.37071 -0.22093 -0.31561 0.102
C 3.51998 0.55668 -0.19929 0.560
C 3.47059 1.87424 -0.65511 -0.577
C 4.60135 2.66212 -0.55415 -0.430
C 5.74472 2.10423 0.00024 -0.311
N 5.79888 0.85773 0.43525 -0.587
C 4.72447 0.09919 0.34228 -0.343
H -1.31007 -2.79967 -1.93178 0.306
H -2.21734 -4.29876 -1.79209 0.444
H -0.50576 -4.34719 -2.21383 0.311
H -1.61728 -3.34281 0.44327 0.137
H -0.28596 -6.00731 -0.21605 0.339
H -0.75409 -5.47166 1.39707 0.395
H -1.99018 -5.77682 0.17656 0.426
H 0.77870 -3.58350 1.19895 0.355
H 1.24041 -3.95474 -0.45329 0.432
H 0.47570 -1.69403 -1.18552 0.514
H -0.47063 -1.51282 1.56810 0.454
H -1.79742 0.04161 2.09643 0.587
H -3.34686 -0.13087 0.12150 0.366
H -3.79339 1.09743 1.31082 0.413
H -2.35594 1.61759 -1.32748 0.199
H -4.05289 1.97132 -0.98096 0.436
H -3.33904 3.54097 0.82167 0.243
H -2.37254 5.29694 -0.64876 0.411
H -1.98250 4.07486 -1.86090 0.348
H -3.66753 4.42767 -1.47443 0.422
H -0.91631 4.08944 1.03878 0.427
H -0.54122 2.84911 -0.16370 0.103
H -0.19620 1.98359 2.12886 0.391
H -1.86574 2.38694 2.54266 0.426
H 1.56863 0.24887 -0.74172 0.043
H 2.55377 2.26166 -1.07827 0.413
H 4.59504 3.68512 -0.89757 0.384
H 6.65690 2.67649 0.10185 0.358
H 4.81807 -0.91072 0.71160 0.590
```

Output
F_max = 0.0136 hartree/bohr
Kohn-Sham gap = 9.2 eV
SMILES = CC(C)C[C@@H](NC(=O)[C@H]1CC[C@@H](C)CC1)C(=O)Nc1cccnc1
energy above the lowest of the compared OMol25 structures with the same formula, charge and spin = 0.387 eV
total charge = 0

---

Record 2
Below is the molecule C19H29N3O5S, with properties calculated with the ωB97M-V functional and the def2-TZVPD basis.

Structure (XYZ):
```
57
Properties=species:S:1:pos:R:3:mulliken_charge:R:1
C -1.38423 -5.20091 0.20217 -1.240
C -0.10805 -4.39743 0.04017 -0.276
O -0.46347 -3.05775 -0.29994 -0.162
C 0.54717 -2.21774 -0.53287 0.942
O 1.71673 -2.56968 -0.46512 -0.807
C 0.13284 -0.86312 -0.85852 -0.923
C 1.08308 0.12134 -1.07478 0.052
N 2.43591 -0.06696 -1.04089 0.129
C 3.30311 0.96792 -1.22046 0.905
O 2.88711 2.08419 -1.46849 -0.664
C 4.77266 0.58917 -1.07000 -1.420
N 5.30003 0.64817 0.27222 0.308
C 5.86849 1.90590 0.70344 -0.684
C 4.93754 3.12119 0.75246 -0.861
C 4.69430 -0.20299 1.26837 -0.645
C 3.49116 0.35591 2.04021 -1.032
S 0.40887 1.67002 -1.39086 -0.360
C -1.19343 0.99547 -1.24409 0.546
C -1.19317 -0.33542 -0.97462 0.422
C -2.47401 -1.09881 -0.83689 0.031
C -3.61075 -0.29319 -1.47366 -1.197
N -3.58684 1.07359 -1.00391 0.178
C -4.35558 1.53722 0.01040 0.780
O -4.24362 2.63916 0.49409 -0.669
O -5.28596 0.63237 0.39696 -0.393
C -6.22022 1.08696 1.37356 -0.295
C -7.34318 1.89834 0.74355 -1.113
C -2.42082 1.83076 -1.40829 -1.199
H -1.94242 -5.21276 -0.73015 0.298
H -2.00770 -4.75936 0.97481 0.299
H -1.13944 -6.22123 0.48205 0.419
H 0.47522 -4.38380 0.96805 0.318
H 0.52771 -4.80886 -0.75219 0.333
H 2.71646 -1.02540 -0.81973 0.319
H 5.36114 1.26978 -1.68925 0.392
H 4.90188 -0.43419 -1.44550 0.349
H 6.29801 1.73410 1.69392 0.325
H 6.69536 2.13367 0.01885 0.360
H 5.51446 4.00202 1.02494 0.433
H 4.14673 2.98971 1.48475 0.200
H 4.47819 3.29578 -0.21617 0.178
H 4.40218 -1.13083 0.76832 0.322
H 5.47710 -0.45701 1.99351 0.396
H 3.00693 -0.44947 2.58760 0.374
H 3.80926 1.10948 2.75606 0.362
H 2.76132 0.80344 1.37129 0.240
H -2.68645 -1.26718 0.22215 0.187
H -2.38876 -2.07341 -1.31634 0.339
H -3.48015 -0.27095 -2.56069 0.388
H -4.57821 -0.73311 -1.23781 0.420
H -5.69178 1.69160 2.11771 0.330
H -6.60405 0.17575 1.83794 0.323
H -7.84078 1.31784 -0.02992 0.291
H -6.93667 2.80422 0.30106 0.305
H -8.06741 2.17197 1.50548 0.389
H -2.53117 2.14402 -2.45625 0.253
H -2.37266 2.73047 -0.78866 0.506
```

Output
F_max = 0.0164 hartree/bohr
Kohn-Sham gap = 8.7 eV
SMILES = CCOC(=O)c1c(NC(=O)CN(CC)CC)sc2c1CCN(C(=O)OCC)C2
energy above the lowest of the compared OMol25 structures with the same formula, charge and spin = 0.191 eV
total charge = 0

---

Record 3
Below is the molecule C19H29N5O4S, with properties calculated with the ωB97M-V functional and the def2-TZVPD basis.

Structure (XYZ):
```
58
Properties=species:S:1:pos:R:3:mulliken_charge:R:1
H -1.47768 -0.17762 3.18892 0.315
N -1.96129 0.73705 3.23251 -0.730
C -1.16139 1.62685 2.67503 0.267
C -1.70000 3.16760 2.66745 -0.983
C 0.28705 1.34611 2.04672 -0.731
C 0.30234 1.25199 0.41002 1.744
C 0.16549 2.76844 -0.10019 -0.462
N -0.20029 3.87200 -0.44804 -0.691
C 1.84969 0.83089 0.06529 -1.218
C 2.95831 1.84508 0.61337 -0.905
C 4.00536 0.96453 1.51533 -0.511
C 4.92755 0.15351 0.44858 -0.521
O 4.72620 -1.30171 0.53971 -0.339
C 5.68224 -1.89536 1.46053 -0.619
C -0.78029 0.22954 -0.19111 1.237
C -0.67061 -1.09840 0.75915 -0.772
N -0.55823 -2.04102 1.51462 -0.675
C -0.39662 -0.35932 -1.67055 -0.591
C -1.40204 -1.59211 -2.07168 -0.569
S -0.51943 -3.23474 -2.17588 -0.181
C -1.34890 -4.49459 -1.12418 0.400
N -1.56195 -5.93191 -1.36157 -0.322
N -2.18720 -6.54620 -0.32422 -0.326
C -2.45884 -5.56491 0.70382 0.042
O -1.93526 -4.36029 0.16939 -0.127
O -2.15494 0.62404 -0.09395 -0.325
C -2.64660 1.44932 -1.17227 -0.553
C -3.80368 0.73502 -2.09038 0.589
C -3.28870 0.90950 -3.62838 -1.498
O -5.03347 1.50983 -1.99147 -0.539
H -2.59296 3.32138 1.97004 0.175
H -1.95558 3.44826 3.76302 0.388
H -0.80100 3.84920 2.38852 0.272
H 0.75347 0.39901 2.53383 0.433
H 0.95660 2.21653 2.42948 0.401
H 1.97590 -0.25559 0.46148 0.467
H 2.02295 0.73994 -1.08111 0.422
H 2.58324 2.77365 1.15962 0.423
H 3.57365 2.23278 -0.29345 0.469
H 3.37515 0.15074 2.05154 0.227
H 4.60439 1.60593 2.25031 0.375
H 4.66935 0.41456 -0.65398 0.284
H 6.02191 0.45877 0.60886 0.377
H 6.71999 -1.40796 1.42077 0.287
H 5.19576 -1.85160 2.51334 0.241
H 5.83140 -2.99461 1.12808 0.217
H 0.64998 -0.84360 -1.69207 0.636
H -0.38523 0.47430 -2.45409 0.430
H -1.79219 -1.37556 -3.14030 0.247
H -2.30687 -1.67139 -1.37676 0.316
H -2.97163 -5.71530 1.71910 0.344
H -3.21410 2.33242 -0.66720 0.262
H -1.83761 1.96560 -1.81345 0.308
H -3.98075 -0.35457 -1.79150 0.124
H -2.14257 0.77519 -3.71819 0.306
H -3.51640 1.95608 -4.04912 0.522
H -3.78237 0.13713 -4.34173 0.301
H -5.31132 1.79559 -2.89160 0.346
```

Output
F_max = 0.1381 hartree/bohr
Kohn-Sham gap = 9.1 eV
SMILES = [H]/N=C(/C)C[C@@](C#N)(CCCCOC)[C@](C#N)(CCSc1nnco1)OC[C@H](C)O
energy above the lowest of the compared OMol25 structures with the same formula, charge and spin = 4.682 eV
total charge = 0

---

Record 4
Below is the molecule C19H29NO2Si, with properties calculated with the ωB97M-V functional and the def2-TZVPD basis.

Structure (XYZ):
```
52
Properties=species:S:1:pos:R:3:mulliken_charge:R:1
C 0.78037 -0.31841 4.59062 -0.941
C 0.63426 -1.78127 3.94578 0.001
O 1.81911 -2.21879 3.20759 -0.444
C 1.73618 -1.59292 1.91158 0.024
C 3.03235 -1.85669 0.98228 -0.519
O 2.79214 -1.60542 -0.42405 -0.351
C 3.08987 -0.22444 -0.79005 -0.631
Si 1.38556 0.67158 -1.04269 0.379
C 0.31519 -0.17946 -2.40178 -0.638
C -1.04399 -0.73332 -1.71078 -0.130
C -2.37165 -0.50415 -2.59489 -0.760
C -3.36267 -1.75482 -2.25295 -0.764
N -3.48923 -1.88902 -0.75534 0.275
C -3.83207 -0.78959 0.14395 -0.266
C -3.87894 -1.42896 1.55114 -0.482
C -3.49643 -2.94463 1.34802 -0.539
C -3.24760 -3.20369 -0.15508 -0.240
C 1.53757 2.56841 -1.23587 0.420
C 2.63093 3.42155 -0.54659 -0.367
C 2.59634 4.96419 -0.76314 -0.415
C 1.50636 5.63267 -1.62753 -0.320
C 0.41212 4.80453 -2.34278 -0.454
C 0.44401 3.26543 -2.13151 -0.277
H 0.42974 -0.24117 5.67660 0.311
H 0.15875 0.43422 3.97850 0.242
H 1.88462 -0.00987 4.46541 0.242
H -0.32638 -1.83751 3.32307 0.123
H 0.51289 -2.54024 4.79887 0.324
H 1.64950 -0.43956 1.99478 0.100
H 0.80209 -1.90713 1.30115 0.191
H 3.28817 -2.98264 1.05997 0.249
H 3.95869 -1.28658 1.37788 0.287
H 3.61529 -0.21549 -1.81422 0.320
H 3.78059 0.31398 -0.05713 0.301
H 0.65282 0.44724 0.22857 -0.172
H 0.11211 0.50160 -3.30826 0.459
H 0.87705 -1.10409 -2.81340 0.362
H -1.20403 -0.12602 -0.73986 0.099
H -0.90602 -1.81871 -1.38431 0.283
H -2.83423 0.49082 -2.24260 0.234
H -2.17490 -0.40869 -3.71910 0.385
H -2.85457 -2.67374 -2.70116 0.344
H -4.37432 -1.50116 -2.71540 0.293
H -4.03196 0.30357 -0.13281 0.282
H -4.13400 -0.88757 2.53033 0.328
H -3.42643 -3.72544 2.17000 0.340
H -2.94377 -4.15305 -0.70332 0.297
H 3.41226 2.88815 0.09316 0.214
H 3.38586 5.57469 -0.22178 0.302
H 1.48353 6.76334 -1.74769 0.299
H -0.43316 5.22315 -2.97656 0.320
H -0.35000 2.61512 -2.62663 0.083
```

Output
F_max = 0.1221 hartree/bohr
Kohn-Sham gap = 8.5 eV
SMILES = CCOCCOC[Si@H](CCCCn1cccc1)c1ccccc1
total charge = 0

---

What did the second record say?
Below is the molecule C19H29N3O5S, with properties calculated with the ωB97M-V functional and the def2-TZVPD basis.

Structure (XYZ):
```
57
Properties=species:S:1:pos:R:3:mulliken_charge:R:1
C -1.38423 -5.20091 0.20217 -1.240
C -0.10805 -4.39743 0.04017 -0.276
O -0.46347 -3.05775 -0.29994 -0.162
C 0.54717 -2.21774 -0.53287 0.942
O 1.71673 -2.56968 -0.46512 -0.807
C 0.13284 -0.86312 -0.85852 -0.923
C 1.08308 0.12134 -1.07478 0.052
N 2.43591 -0.06696 -1.04089 0.129
C 3.30311 0.96792 -1.22046 0.905
O 2.88711 2.08419 -1.46849 -0.664
C 4.77266 0.58917 -1.07000 -1.420
N 5.30003 0.64817 0.27222 0.308
C 5.86849 1.90590 0.70344 -0.684
C 4.93754 3.12119 0.75246 -0.861
C 4.69430 -0.20299 1.26837 -0.645
C 3.49116 0.35591 2.04021 -1.032
S 0.40887 1.67002 -1.39086 -0.360
C -1.19343 0.99547 -1.24409 0.546
C -1.19317 -0.33542 -0.97462 0.422
C -2.47401 -1.09881 -0.83689 0.031
C -3.61075 -0.29319 -1.47366 -1.197
N -3.58684 1.07359 -1.00391 0.178
C -4.35558 1.53722 0.01040 0.780
O -4.24362 2.63916 0.49409 -0.669
O -5.28596 0.63237 0.39696 -0.393
C -6.22022 1.08696 1.37356 -0.295
C -7.34318 1.89834 0.74355 -1.113
C -2.42082 1.83076 -1.40829 -1.199
H -1.94242 -5.21276 -0.73015 0.298
H -2.00770 -4.75936 0.97481 0.299
H -1.13944 -6.22123 0.48205 0.419
H 0.47522 -4.38380 0.96805 0.318
H 0.52771 -4.80886 -0.75219 0.333
H 2.71646 -1.02540 -0.81973 0.319
H 5.36114 1.26978 -1.68925 0.392
H 4.90188 -0.43419 -1.44550 0.349
H 6.29801 1.73410 1.69392 0.325
H 6.69536 2.13367 0.01885 0.360
H 5.51446 4.00202 1.02494 0.433
H 4.14673 2.98971 1.48475 0.200
H 4.47819 3.29578 -0.21617 0.178
H 4.40218 -1.13083 0.76832 0.322
H 5.47710 -0.45701 1.99351 0.396
H 3.00693 -0.44947 2.58760 0.374
H 3.80926 1.10948 2.75606 0.362
H 2.76132 0.80344 1.37129 0.240
H -2.68645 -1.26718 0.22215 0.187
H -2.38876 -2.07341 -1.31634 0.339
H -3.48015 -0.27095 -2.56069 0.388
H -4.57821 -0.73311 -1.23781 0.420
H -5.69178 1.69160 2.11771 0.330
H -6.60405 0.17575 1.83794 0.323
H -7.84078 1.31784 -0.02992 0.291
H -6.93667 2.80422 0.30106 0.305
H -8.06741 2.17197 1.50548 0.389
H -2.53117 2.14402 -2.45625 0.253
H -2.37266 2.73047 -0.78866 0.506
```

Output
F_max = 0.0164 hartree/bohr
Kohn-Sham gap = 8.7 eV
SMILES = CCOC(=O)c1c(NC(=O)CN(CC)CC)sc2c1CCN(C(=O)OCC)C2
energy above the lowest of the compared OMol25 structures with the same formula, charge and spin = 0.191 eV
total charge = 0